{"formula": "C23H23N3NiO2PSe", "method": "ωB97M-V/def2-TZVPD", "spin_multiplicity": 3, "energy_ev": -148464.2036, "total_charge": 1, "max_force_ev_per_a": 1.6, "orbital_gap_ev": [8.55, 7.14], "relative_energy_kj_mol": 43.2, "elements": ["Se", "Ni", "P", "O", "O", "N", "N", "N", "C", "C", "C", "C", "C", "C", "C", "C", "C", "C", "C", "C", "C", "C", "C", "C", "C", "C", "C", "C", "C", "C", "C", "H", "H", "H", "H", "H", "H", "H", "H", "H", "H", "H", "H", "H", "H", "H", "H", "H", "H", "H", "H", "H", "H", "H"], "xyz": [[2.37439, -0.15188, 1.72627], [0.25153, 0.64729, 1.70519], [-0.64930, -1.07245, -0.76191], [-0.93325, -0.60796, 0.65750], [-0.16350, -0.51319, 3.57771], [0.24344, 2.54250, 2.39784], [3.80005, 0.69411, -0.72415], [0.77917, 4.15672, 3.78330], [2.62158, -3.54263, -1.11691], [1.30154, 4.84011, 4.95472], [-3.02801, -2.46430, -0.78066], [1.75487, -2.48144, -1.33489], [1.18997, 2.36399, -3.16381], [-3.77484, -1.63503, -3.32266], [-4.21446, -2.91481, -1.33305], [-2.19515, -1.62063, -1.51384], [1.08194, -4.50058, 0.46097], [0.18584, 4.74399, 2.69698], [1.16775, 1.09203, -3.71665], [0.79445, 2.83549, 3.56626], [0.20861, -3.45076, 0.23925], [2.29006, -4.54690, -0.22133], [0.53949, -2.43664, -0.66175], [3.21071, 0.39726, 0.22227], [0.03069, 1.54939, -1.23460], [0.59705, 2.59975, -1.93410], [0.57285, 0.04498, -3.03336], [-0.14198, 3.73776, 1.84254], [-2.57824, -1.19113, -2.78048], [0.03350, 0.26288, -1.76759], [-4.57971, -2.51082, -2.61055], [2.97619, -5.36570, -0.05298], [0.81566, -5.27837, 1.16410], [3.56100, -3.57352, -1.65166], [-5.50159, -2.86910, -3.04787], [-0.62590, 3.80344, 0.88358], [-4.07973, -1.29086, -4.30153], [1.66403, 3.17384, -3.69992], [0.74416, 4.55293, 5.84469], [0.51803, -0.93802, -3.48440], [-1.00093, -0.38306, 4.03860], [-2.76129, -2.74979, 0.22810], [2.35125, 4.59258, 5.10053], [1.20676, 2.11531, 4.25392], [0.04506, 5.80687, 2.61805], [-4.85724, -3.57645, -0.76868], [-0.44907, 1.73266, -0.27335], [0.58099, 3.59950, -1.52078], [-0.73472, -3.40921, 0.76894], [1.61385, 0.91287, -4.68528], [-1.95826, -0.50013, -3.33597], [2.04353, -1.69469, -2.01651], [-0.13226, -1.44062, 3.30834], [1.20947, 5.91247, 4.81161]], "mulliken_spin": [0.16, 1.72, -0.01, 0.03, 0.03, 0.03, 0.04, 0.00, 0.00, 0.00, 0.00, 0.00, 0.00, 0.00, 0.00, 0.00, 0.00, 0.00, 0.00, 0.00, 0.00, 0.00, 0.00, -0.02, 0.01, 0.00, 0.00, 0.00, 0.00, 0.00, 0.00, 0.00, 0.00, 0.00, 0.00, 0.00, 0.00, 0.00, 0.00, 0.00, 0.00, 0.00, 0.00, 0.00, 0.00, 0.00, 0.01, 0.00, 0.00, 0.00, 0.00, 0.00, 0.00, 0.00]}

=====

{"formula": "C23H23N5O3S2", "method": "ωB97M-V/def2-TZVPD", "energy_ev": -59488.9410, "smiles": "COc1ccc(C(=O)NCCn2cc(SCC(=O)Nc3nnc(C)s3)c3ccccc32)cc1", "total_charge": 0, "max_force_ev_per_a": 1.6, "orbital_gap_ev": 8.32, "relative_energy_kj_mol": 0.0, "elements": ["S", "S", "O", "O", "O", "N", "N", "N", "N", "N", "C", "C", "C", "C", "C", "C", "C", "C", "C", "C", "C", "C", "C", "C", "C", "C", "C", "C", "C", "C", "C", "C", "C", "H", "H", "H", "H", "H", "H", "H", "H", "H", "H", "H", "H", "H", "H", "H", "H", "H", "H", "H", "H", "H", "H", "H"], "xyz": [[-4.53203, 1.09425, -0.47442], [0.45991, 3.16028, -1.55928], [0.34756, -5.24556, -1.12451], [-2.77979, 1.81268, -2.22234], [0.25733, 0.57285, 1.41300], [1.97246, -0.33137, 2.55323], [-3.08013, -0.03982, 1.31339], [-4.33706, -0.25620, 1.69350], [-1.80620, 0.96194, -0.37230], [2.97930, 1.92193, 1.20911], [-6.68097, 0.14225, 1.12480], [-5.22068, 0.25001, 0.91222], [-0.92648, -5.77513, -1.41086], [0.43005, -4.06868, -0.45789], [3.30480, 1.75382, 2.59658], [1.93798, 2.67891, 0.74931], [4.66259, -0.48221, -1.04267], [0.83613, -1.67308, 0.91342], [1.70261, 2.40774, -0.56697], [4.42067, 0.16059, 0.15317], [3.41003, 1.11427, 0.18766], [2.23705, 0.87920, 3.29110], [1.92582, -2.42477, 0.47618], [2.65054, 1.41671, -0.96949], [-2.99114, 0.64568, 0.22115], [-0.38902, 1.65716, -2.20346], [2.92739, 0.76480, -2.16947], [-0.65885, -3.31733, -0.02188], [3.92798, -0.18068, -2.19066], [-0.45254, -2.12626, 0.64734], [0.99106, -0.38423, 1.62364], [-1.77039, 1.51023, -1.62006], [1.72454, -3.60184, -0.20790], [5.44061, -1.22944, -1.09593], [1.29427, 1.43176, 3.32545], [2.55650, -4.18741, -0.56537], [1.43058, 3.37324, 1.38901], [5.00946, -0.07239, 1.02927], [-1.50526, -5.10337, -2.05195], [2.58476, -1.12194, 2.66901], [-6.87193, -0.45325, 2.01329], [3.34343, 2.72946, 3.08835], [-0.74380, -6.70907, -1.93964], [-7.11513, 1.13276, 1.25268], [4.15767, -0.69680, -3.11057], [2.38109, 1.01133, -3.06739], [-0.96462, 0.78791, 0.19866], [0.23351, 0.80115, -1.95514], [-1.48956, -5.98118, -0.49549], [2.93394, -2.06918, 0.63174], [4.28848, 1.28492, 2.67000], [-1.29724, -1.54733, 0.99453], [-0.47494, 1.78306, -3.28225], [2.55458, 0.63298, 4.30596], [-7.15409, -0.32498, 0.26265], [-1.67015, -3.64688, -0.19735]], "lowdin_charge": [1.13, 0.96, -0.08, -0.01, 0.04, 0.09, -0.01, -0.02, 0.12, -0.05, -0.09, -0.65, -0.08, -0.27, -0.10, -0.08, -0.10, -0.14, -0.51, -0.04, -0.18, -0.13, -0.02, -0.18, -0.58, -0.34, -0.03, 0.00, -0.09, 0.00, -0.41, -0.55, 0.01, 0.10, 0.12, 0.12, 0.14, 0.10, 0.10, 0.14, 0.08, 0.13, 0.09, 0.07, 0.10, 0.11, 0.10, 0.08, 0.10, 0.10, 0.12, 0.09, 0.09, 0.12, 0.07, 0.11]}

=====

{"formula": "C23H23NPb", "method": "ωB97M-V/def2-TZVPD", "energy_ev": -30958.4262, "total_charge": 0, "max_force_ev_per_a": 3.1, "orbital_gap_ev": [6.35, 4.98], "relative_energy_kj_mol": 0.0, "elements": ["Pb", "N", "C", "C", "C", "C", "C", "C", "C", "C", "C", "C", "C", "C", "C", "C", "C", "C", "C", "C", "C", "C", "C", "C", "C", "H", "H", "H", "H", "H", "H", "H", "H", "H", "H", "H", "H", "H", "H", "H", "H", "H", "H", "H", "H", "H", "H", "H"], "xyz": [[-2.39968, 0.12174, -1.62608], [-1.46167, -1.50465, -0.30181], [1.94099, 3.23077, 0.28921], [-0.73085, -3.76501, 0.18073], [1.30659, 3.41956, -0.99434], [-0.24594, -5.27061, -1.67422], [-0.86680, -2.96420, -2.13674], [1.47391, 1.23253, -2.25720], [-1.61759, 0.69199, 2.69528], [0.55006, 2.35477, -1.72012], [1.23418, 2.14321, 1.16172], [-0.36089, -5.04560, -0.31262], [2.34625, 0.20773, -0.04707], [-2.36255, 2.44178, 0.63598], [-1.11390, -2.17265, 1.96456], [-1.44909, -1.19192, 1.02543], [-0.79340, -3.44880, 1.55073], [2.66464, 0.84478, -1.36330], [-1.02849, -2.73979, -0.76157], [-2.11996, 1.10261, 0.37225], [-1.74662, 0.19922, 1.37343], [-1.85286, 2.03996, 2.97384], [-2.21733, 2.92081, 1.95456], [-0.47997, -4.22154, -2.58871], [1.78599, 0.76536, 1.03497], [-2.40745, 3.97365, 2.17449], [2.63590, -0.85012, 0.01187], [-0.47980, 1.78853, -1.30811], [-0.56555, -4.22469, 2.27705], [1.88558, 4.19354, 0.83061], [-1.03164, -2.14170, -2.84341], [1.88666, 1.59232, -3.21276], [-1.76106, 2.39278, 4.00350], [-2.66946, 3.11661, -0.16515], [3.23683, 0.09247, -1.93015], [0.88278, 0.33362, -2.50187], [1.62932, 0.14387, 1.92628], [3.32727, 1.71220, -1.24410], [0.15480, 2.13709, 0.93916], [0.14040, 2.88861, -2.60079], [3.01605, 3.00359, 0.20723], [-0.16589, -5.83363, 0.41839], [0.03396, -6.25956, -2.04068], [-1.33226, 0.00754, 3.49476], [-1.12392, -1.91933, 3.01995], [-0.35603, -4.40225, -3.65523], [1.28531, 2.45073, 2.21833], [1.32318, 4.41207, -1.44829]], "lowdin_charge": [1.02, -0.06, -0.22, -0.16, -0.09, -0.08, -0.05, -0.20, -0.03, -0.24, -0.18, -0.03, -0.10, -0.15, 0.00, -0.23, 0.00, -0.21, -0.22, -0.41, -0.24, -0.10, -0.09, -0.07, -0.11, 0.10, 0.10, 0.04, 0.12, 0.11, 0.06, 0.11, 0.10, 0.10, 0.11, 0.08, 0.10, 0.10, 0.08, 0.10, 0.11, 0.11, 0.10, 0.10, 0.11, 0.11, 0.11, 0.10]}

=====

{"formula": "C23H23NPt", "method": "ωB97M-V/def2-TZVPD", "spin_multiplicity": 3, "energy_ev": -28956.0463, "total_charge": 0, "max_force_ev_per_a": 3.5, "orbital_gap_ev": [6.04, 7.36], "elements": ["Pt", "N", "C", "C", "C", "C", "C", "C", "C", "C", "C", "C", "C", "C", "C", "C", "C", "C", "C", "C", "C", "C", "C", "C", "C", "H", "H", "H", "H", "H", "H", "H", "H", "H", "H", "H", "H", "H", "H", "H", "H", "H", "H", "H", "H", "H", "H", "H"], "xyz": [[0.66556, -0.12731, -0.41875], [-1.59209, 0.28168, -0.09613], [3.40365, -1.80223, -1.90955], [-1.83231, 1.49410, 0.40766], [4.11222, -0.51386, -1.48161], [0.20666, 4.55692, 1.06097], [-3.43428, -2.76452, -1.10560], [-3.15586, 1.88292, 0.73906], [-2.36981, -1.93749, -0.70299], [1.39858, -2.36529, -0.36345], [0.56307, 1.76460, 0.26482], [1.65254, 2.62742, 0.50983], [3.07324, -0.78316, 0.82808], [3.29434, 0.10508, -0.30560], [-0.88189, 3.70182, 1.03163], [-2.59449, -0.63923, -0.22364], [1.48860, 3.99386, 0.84796], [-4.22441, 1.08993, 0.47603], [-4.74560, -2.30280, -0.93174], [-5.00766, -1.07473, -0.37881], [-0.68863, 2.34692, 0.56933], [-3.97587, -0.20134, 0.00686], [3.49379, -2.20888, 0.98594], [2.34781, -3.13422, 0.52608], [1.89134, -1.76245, -1.52385], [1.19004, -1.42828, -2.32669], [0.36126, -2.70660, -0.35604], [-1.34189, -2.25898, -0.82076], [2.36609, 4.65627, 0.90646], [-1.87420, 4.05595, 1.29027], [3.90478, -2.70336, -1.50956], [-5.59358, -2.92442, -1.26430], [-3.28799, 2.82602, 1.23256], [2.77493, -3.96816, -0.07650], [3.77520, -2.42394, 2.04873], [4.06232, 0.22692, -2.32991], [2.63336, 2.20334, 0.38423], [3.48928, -1.96825, -2.99523], [3.78547, 0.98533, 0.01509], [0.06911, 5.60767, 1.25310], [2.64879, -0.36295, 1.74183], [-6.01915, -0.68296, -0.25534], [1.93297, -3.61176, 1.44865], [5.18278, -0.62125, -1.22239], [4.45232, -2.41674, 0.46980], [2.42791, 0.46578, -0.82535], [-3.21933, -3.73477, -1.53438], [-5.24963, 1.39326, 0.62768]], "mulliken_spin": [0.65, 0.06, -0.01, 0.02, 0.03, 0.00, 0.00, 0.01, 0.01, 0.03, 0.26, -0.02, 0.80, 0.01, 0.00, 0.01, 0.01, 0.00, 0.00, 0.00, -0.03, 0.01, 0.01, 0.06, 0.01, 0.01, -0.04, 0.00, 0.00, 0.00, 0.00, 0.00, 0.00, -0.01, 0.01, 0.00, 0.01, 0.00, 0.05, 0.00, 0.00, 0.00, -0.01, 0.00, 0.00, 0.05, 0.00, 0.00]}

=====

Please write out number 3 again, unchanged.
{"formula": "C23H23NPb", "method": "ωB97M-V/def2-TZVPD", "energy_ev": -30958.4262, "total_charge": 0, "max_force_ev_per_a": 3.1, "orbital_gap_ev": [6.35, 4.98], "relative_energy_kj_mol": 0.0, "elements": ["Pb", "N", "C", "C", "C", "C", "C", "C", "C", "C", "C", "C", "C", "C", "C", "C", "C", "C", "C", "C", "C", "C", "C", "C", "C", "H", "H", "H", "H", "H", "H", "H", "H", "H", "H", "H", "H", "H", "H", "H", "H", "H", "H", "H", "H", "H", "H", "H"], "xyz": [[-2.39968, 0.12174, -1.62608], [-1.46167, -1.50465, -0.30181], [1.94099, 3.23077, 0.28921], [-0.73085, -3.76501, 0.18073], [1.30659, 3.41956, -0.99434], [-0.24594, -5.27061, -1.67422], [-0.86680, -2.96420, -2.13674], [1.47391, 1.23253, -2.25720], [-1.61759, 0.69199, 2.69528], [0.55006, 2.35477, -1.72012], [1.23418, 2.14321, 1.16172], [-0.36089, -5.04560, -0.31262], [2.34625, 0.20773, -0.04707], [-2.36255, 2.44178, 0.63598], [-1.11390, -2.17265, 1.96456], [-1.44909, -1.19192, 1.02543], [-0.79340, -3.44880, 1.55073], [2.66464, 0.84478, -1.36330], [-1.02849, -2.73979, -0.76157], [-2.11996, 1.10261, 0.37225], [-1.74662, 0.19922, 1.37343], [-1.85286, 2.03996, 2.97384], [-2.21733, 2.92081, 1.95456], [-0.47997, -4.22154, -2.58871], [1.78599, 0.76536, 1.03497], [-2.40745, 3.97365, 2.17449], [2.63590, -0.85012, 0.01187], [-0.47980, 1.78853, -1.30811], [-0.56555, -4.22469, 2.27705], [1.88558, 4.19354, 0.83061], [-1.03164, -2.14170, -2.84341], [1.88666, 1.59232, -3.21276], [-1.76106, 2.39278, 4.00350], [-2.66946, 3.11661, -0.16515], [3.23683, 0.09247, -1.93015], [0.88278, 0.33362, -2.50187], [1.62932, 0.14387, 1.92628], [3.32727, 1.71220, -1.24410], [0.15480, 2.13709, 0.93916], [0.14040, 2.88861, -2.60079], [3.01605, 3.00359, 0.20723], [-0.16589, -5.83363, 0.41839], [0.03396, -6.25956, -2.04068], [-1.33226, 0.00754, 3.49476], [-1.12392, -1.91933, 3.01995], [-0.35603, -4.40225, -3.65523], [1.28531, 2.45073, 2.21833], [1.32318, 4.41207, -1.44829]], "lowdin_charge": [1.02, -0.06, -0.22, -0.16, -0.09, -0.08, -0.05, -0.20, -0.03, -0.24, -0.18, -0.03, -0.10, -0.15, 0.00, -0.23, 0.00, -0.21, -0.22, -0.41, -0.24, -0.10, -0.09, -0.07, -0.11, 0.10, 0.10, 0.04, 0.12, 0.11, 0.06, 0.11, 0.10, 0.10, 0.11, 0.08, 0.10, 0.10, 0.08, 0.10, 0.11, 0.11, 0.10, 0.10, 0.11, 0.11, 0.11, 0.10]}